(1)
{"formula": "C2H4F2S", "method": "ωB97M-V/def2-TZVPD", "species": ["H", "H", "S", "F", "H", "H", "F", "C", "C"], "xyz": [[0.23643, -1.23048, -1.84877], [1.59629, -0.13210, -1.32598], [-0.01252, 1.30400, 1.82067], [0.44549, -1.27027, 1.38639], [-1.03139, 1.83159, 1.27864], [0.19416, 0.67496, -1.81334], [-1.61534, -0.68611, 0.90635], [-0.33437, -0.29956, 0.95288], [0.52126, -0.19202, -1.35684]], "forces_ev_per_a": [[0.1551, 2.4055, 1.1756], [0.4117, -0.1455, 0.7805], [1.3527, -2.2202, 0.4866], [-0.2462, -0.1005, 0.5399], [-1.7749, 1.0136, -0.9532], [-1.4098, 1.5404, -0.7910], [0.7068, 0.2038, 0.2345], [1.3322, 1.1590, -3.2267], [-0.5275, -3.8561, 1.7538]], "lowdin_charge": [0.056, -0.013, 0.795, 0.032, -0.187, -0.046, 0.033, -0.712, 0.042]}

(2)
{"formula": "C2H4F2S", "method": "ωB97M-V/def2-TZVPD", "smiles": "CC(F)(F)S", "species": ["C", "H", "F", "C", "H", "H", "S", "H", "F"], "xyz": [[-0.58563, 0.80304, 0.14075], [-0.53135, 1.33628, -0.80781], [-0.86546, -1.19792, -1.29635], [-0.02531, -0.56688, -0.05247], [2.24280, -0.34527, 0.43365], [-0.00716, 1.33722, 0.89437], [1.65737, -0.68745, -0.70974], [-1.62525, 0.73260, 0.46207], [-0.26001, -1.41163, 0.93552]], "forces_ev_per_a": [[-0.2466, -0.1178, -0.0148], [0.0400, -0.0470, 0.1331], [1.9345, 1.5136, 2.7909], [-1.4088, -1.2685, -3.2152], [0.0703, 0.1236, 0.3329], [0.0403, -0.0284, -0.0010], [-0.4259, -0.2190, -0.2702], [0.0475, -0.0345, -0.0016], [-0.0514, 0.0779, 0.2459]], "lowdin_charge": [-0.060, 0.091, -0.180, -0.796, -0.131, 0.090, 0.832, 0.094, 0.058]}

(3)
{"formula": "C2H4F2S2", "method": "ωB97M-V/def2-TZVPD", "species": ["H", "C", "S", "H", "H", "F", "F", "H", "C", "S"], "xyz": [[2.27071, 2.22124, -1.74539], [1.39141, 1.53492, -1.42361], [-0.02692, 0.78964, 1.10985], [-2.22440, -1.55984, 0.42875], [1.31969, 0.75554, -2.27052], [-0.97689, -3.02976, 1.24628], [-2.20865, -1.54083, 2.49719], [0.47237, 2.05711, -1.26729], [-1.64361, -1.81194, 1.33381], [1.62631, 0.58393, 0.09094]], "forces_ev_per_a": [[-1.4399, -1.0652, 1.0794], [1.5746, -0.8585, -2.1926], [-0.0589, -0.2214, 0.0479], [0.1915, -0.3823, 0.6856], [-0.2087, 1.3091, 1.1642], [-1.3712, 1.9702, 0.6247], [0.2646, -0.6990, -0.3214], [-0.4572, 0.5040, -0.3451], [0.9905, -0.6440, -1.0773], [0.5149, 0.0871, 0.3345]], "lowdin_charge": [0.069, -0.490, 0.157, 0.112, 0.053, -0.005, 0.049, -0.017, -0.237, 0.309]}

(4)
{"formula": "C2H4F3NO4SZn", "method": "ωB97M-V/def2-TZVPD", "species": ["H", "O", "F", "C", "F", "O", "C", "Zn", "N", "O", "O", "H", "F", "H", "S", "H"], "xyz": [[-1.84823, 1.00626, 0.60601], [3.08602, 1.75202, -0.17479], [2.55287, -1.28439, 0.90215], [1.69835, -0.29998, 0.68910], [0.48970, -0.83752, 0.41264], [0.07016, 2.00804, -0.42777], [-2.57885, -1.05962, 0.31587], [-0.78262, 0.38933, -1.36770], [0.88247, 1.35489, -1.43035], [2.79691, -0.20643, -1.74054], [-2.08733, 0.20048, -0.11949], [-2.18508, -1.85286, -0.33473], [1.57187, 0.41458, 1.79065], [-3.67616, -1.04762, 0.35022], [2.21184, 0.75065, -0.79421], [-2.20191, -1.28783, 1.32295]], "forces_ev_per_a": [[-0.7179, -3.2286, -2.5006], [-1.6879, -1.4379, -0.9696], [-0.0312, -0.1472, 0.0110], [0.5981, 1.0070, -0.5004], [-0.7403, -0.7668, 0.0505], [-0.5909, -0.0745, 0.1311], [-0.3040, -0.8428, 1.3859], [2.5712, 1.4173, -0.5492], [-0.9753, -0.3715, -0.5407], [-1.0282, 1.1743, 1.2331], [-0.4319, 3.0070, 2.5725], [-0.2901, 0.4172, -0.0221], [-0.0492, -0.0156, 0.2571], [0.3559, -0.0444, -0.2236], [3.4257, -0.2420, -0.0517], [-0.1040, 0.1485, -0.2835]], "lowdin_charge": [0.252, -0.288, 0.158, -0.673, 0.051, -0.425, -0.098, 0.951, -0.417, -0.327, -0.264, 0.098, 0.152, 0.099, 0.629, 0.103]}

(5)
{"formula": "C2H4F3NO5S2Tl", "method": "ωB97M-V/def2-TZVPD", "total_charge": -1, "species": ["F", "H", "O", "H", "F", "N", "Tl", "H", "S", "S", "O", "C", "F", "O", "H", "O", "C", "O"], "xyz": [[-0.64190, -0.32602, -2.91435], [1.81021, 2.18079, 1.12595], [0.83832, 0.63525, -0.16877], [-0.61680, 2.13393, 3.03936], [-2.29970, -1.66673, -2.58929], [1.28307, -1.68711, -1.14512], [-0.52387, -0.38435, 1.59676], [0.86273, 3.00676, 1.97382], [1.92412, -0.53385, -0.08256], [-0.18990, -2.22432, -1.07222], [-0.83778, -2.24977, 0.26324], [0.71690, 2.30973, 1.13508], [-1.86921, -0.13198, -1.14967], [-0.71046, 1.70846, 2.18523], [0.10607, 2.74435, 0.33616], [1.79208, -1.06965, 1.33313], [-1.31648, -0.99885, -1.99063], [-0.32741, -3.44665, -1.87611]], "forces_ev_per_a": [[0.0487, 0.1794, -0.2650], [-0.7554, -1.9187, -0.9877], [0.9487, -2.6200, -0.7024], [0.3897, 0.3458, 0.3219], [-0.3366, -0.0800, -0.2071], [-0.5218, 0.0550, 0.4783], [-1.1059, -2.2793, 1.8704], [-1.0658, 1.1669, -0.2229], [-1.6918, 0.2172, -0.3928], [0.4249, -1.3186, -0.4792], [0.4129, -1.2151, -2.3447], [-0.7649, 3.9630, 3.8642], [-0.2552, 0.4122, 0.1570], [1.9005, 2.4401, -1.8127], [0.8458, -0.5372, 0.2760], [0.6231, 0.3525, -0.8296], [0.7973, -0.7014, 0.3788], [0.1056, 1.5382, 0.8974]], "lowdin_charge": [0.126, 0.074, -0.680, 0.015, 0.120, -0.437, 0.909, 0.032, 0.700, 0.554, -0.528, -0.001, 0.089, -0.390, 0.081, -0.636, -0.688, -0.340]}

(6)
{"formula": "C2H4F6KN3O16S7", "method": "ωB97M-V/def2-TZVPD", "total_charge": -2, "species": ["O", "O", "S", "S", "H", "C", "F", "F", "O", "N", "O", "S", "C", "K", "S", "O", "F", "F", "O", "O", "F", "O", "H", "O", "F", "O", "H", "N", "S", "O", "H", "O", "O", "S", "S", "O", "O", "N", "O"], "xyz": [[-7.42144, 0.59123, -9.42244], [3.90631, -5.41353, -8.68029], [2.54627, -5.93527, -8.64036], [0.99886, 2.00885, -6.64392], [1.85752, -3.05445, -9.52869], [1.14950, -3.80040, -9.16764], [-3.53337, -5.25898, -3.28230], [2.03816, -0.13715, -3.78543], [1.77417, -5.27983, -7.29893], [-5.20892, -0.76782, -8.64077], [1.36867, 3.41467, -6.26380], [-5.11960, -2.48689, -1.46984], [1.25456, -3.98105, -7.61396], [-2.73488, -0.84347, -5.50520], [2.25079, 0.92632, -4.97144], [1.53067, -5.00686, -9.65229], [-6.36372, 0.96480, -7.35533], [-0.55470, 2.17044, -7.05395], [1.60235, 1.51756, -7.88091], [-5.27526, 1.85723, -9.25090], [-4.97727, -1.07150, -2.19530], [-2.83078, -4.50903, -1.13000], [0.32707, -3.86221, -7.05384], [-5.37157, -0.66513, -11.15716], [-4.37447, -2.33235, -9.87721], [-6.57172, -2.65626, -1.60650], [1.99425, -3.25212, -7.28283], [-4.29048, -3.23999, -2.78125], [-4.57287, -0.71974, -9.91114], [-3.21091, -0.26616, -9.89151], [0.13891, -3.56297, -9.49995], [3.23655, 0.27129, -5.78282], [2.60817, 2.10980, -4.10893], [-6.02291, 0.68917, -8.89144], [-4.01536, -4.46646, -1.95449], [-5.16169, -5.34419, -1.58357], [-4.49434, -2.09608, -0.16902], [0.80249, 0.86851, -5.46458], [2.37749, -7.40043, -8.76855]], "forces_ev_per_a": [[4.0157, -0.4198, 0.9292], [-2.1714, -0.6908, -0.1922], [-0.3647, 0.7196, 0.6510], [-0.9467, 4.0250, -3.3781], [-0.1843, 0.3277, 0.2314], [0.0493, 1.0470, 1.7516], [0.5382, -0.4783, -0.0689], [-0.2060, -0.4535, -0.1942], [0.7266, -1.4999, -1.6573], [-6.1876, 4.4342, 7.0498], [-1.0522, -4.1631, -0.4740], [-2.6587, 5.3491, 0.0044], [0.6466, 1.0655, 0.1867], [-0.0789, 0.0810, -0.0405], [4.6774, 0.2352, 7.2505], [1.7928, -4.7199, -1.2940], [0.5329, -0.3209, 0.2445], [0.4121, -0.4680, 0.6029], [-0.8361, 0.2833, 2.1104], [0.4733, -1.0189, -0.1817], [0.2650, 0.7727, -0.4439], [-1.1487, 0.5214, -0.1051], [0.0456, -0.1460, -0.2427], [1.3273, 1.3807, 2.4102], [0.8500, -0.7584, -0.4035], [2.6385, -0.6605, 1.0309], [-0.1931, 0.0415, 0.3613], [-1.9598, 3.7659, 2.7017], [6.1471, -5.7727, -11.2522], [-0.3533, 0.6567, -0.4407], [0.0458, -0.1574, -0.0158], [-0.2941, 0.8333, -0.0631], [-0.6219, -2.7790, -3.0913], [-6.6782, 1.7487, 1.8798], [1.7103, -9.2819, -0.4640], [2.0172, 2.6243, 0.1696], [-1.2757, -2.4779, -3.0323], [-1.3365, 2.2940, -2.7403], [-0.3641, 4.0601, 0.2098]], "lowdin_charge": [-0.314, -0.258, 0.793, 0.574, 0.131, -0.211, -0.246, -0.227, -0.213, -0.261, -0.316, 0.608, -0.149, 0.871, 0.453, -0.215, -0.213, -0.221, -0.305, -0.268, -0.248, -0.294, 0.126, -0.297, -0.248, -0.300, 0.126, -0.265, 0.346, -0.289, 0.137, -0.286, -0.331, 0.584, 0.401, -0.316, -0.299, -0.300, -0.258]}

(7)
{"formula": "C2H4FNO", "method": "ωB97M-V/def2-TZVPD", "species": ["F", "O", "C", "H", "N", "H", "C", "H", "H"], "xyz": [[-1.61930, -0.80532, -0.22640], [2.28674, -0.06671, -0.18930], [0.01248, 0.76438, 0.09659], [2.52824, -1.16793, 0.10374], [0.77984, -0.26374, 0.38768], [-1.98806, 0.66084, 1.12319], [-1.43305, 0.40962, 0.08236], [-1.69165, 1.31545, -0.66015], [0.49582, 1.77537, -0.80227]], "forces_ev_per_a": [[-1.2680, -3.8048, -1.6193], [-2.5505, -5.4750, 2.9120], [5.1165, -1.0244, -2.4756], [-0.6815, 5.1556, -1.4731], [1.3996, 3.5933, -1.9201], [1.2363, -0.4317, -2.2507], [-0.8547, 7.6738, 2.6322], [-0.9542, -2.5926, 0.9001], [-1.4434, -3.0941, 3.2944]], "lowdin_charge": [0.055, -0.218, -0.188, 0.188, 0.026, 0.159, -0.381, 0.134, 0.225]}

(8)
{"formula": "C2H4FNO", "method": "ωB97M-V/def2-TZVPD", "species": ["H", "F", "C", "O", "H", "C", "H", "N", "H"], "xyz": [[1.14137, -0.85884, -0.81325], [-0.33285, -3.12895, 0.16225], [0.71595, -0.24330, 0.02330], [-0.28144, -2.00557, 1.47376], [-1.53204, -0.09623, -0.44935], [-0.73511, 0.10714, 0.28705], [-0.79619, 1.18378, 0.64054], [-0.02674, -0.87092, 1.00084], [1.30976, 0.66380, 0.38725]], "forces_ev_per_a": [[-0.8029, 0.7376, 0.8109], [-0.2920, 0.3942, 0.1722], [2.7253, 1.2656, -1.2496], [0.9772, 0.8265, -1.1505], [0.5799, -0.5562, 0.5792], [-1.3771, 1.9601, -1.9261], [-0.2272, -1.7329, 0.3666], [-1.5094, -1.0399, 2.9217], [-0.0739, -1.8550, -0.5246]], "lowdin_charge": [0.144, -0.275, -0.078, 0.087, 0.128, -0.075, 0.132, -0.200, 0.137]}

(9)
{"formula": "C2H4FNO", "method": "ωB97M-V/def2-TZVPD", "multiplicity": 3, "species": ["C", "H", "N", "H", "F", "C", "H", "O", "H"], "xyz": [[-0.51015, 1.22224, 1.29121], [0.31107, -2.60847, -1.44041], [0.06491, -0.76184, -0.54123], [-0.85690, 0.45726, 1.85802], [-1.47592, 1.98670, 0.91380], [0.50263, -1.52082, -1.43092], [1.32215, -1.06081, -1.98855], [0.32093, 0.49124, -0.31708], [0.32129, 1.79449, 1.65516]], "forces_ev_per_a": [[1.1544, 2.2268, 3.4928], [-0.2513, 0.9284, -0.0030], [-0.1731, 3.6664, 1.1360], [-0.7296, -2.6140, 1.6149], [-2.6165, 2.0415, -1.5623], [1.5539, -0.9360, -0.4700], [-0.2277, -0.5291, -0.4953], [0.7271, -4.8049, -3.7513], [0.5629, 0.0208, 0.0381]], "lowdin_charge": [-0.183, 0.090, -0.046, 0.029, -0.002, -0.002, 0.093, -0.045, 0.065]}

(10)
{"formula": "C2H4FNOS", "method": "ωB97M-V/def2-TZVPD", "species": ["H", "O", "F", "H", "H", "S", "C", "H", "C", "N"], "xyz": [[-1.02923, 0.72275, 0.40124], [3.11856, 1.26941, -0.61809], [3.04033, -0.30496, 1.34636], [0.56747, 0.52729, 1.14675], [0.36343, 1.29138, -0.37504], [3.53552, -0.05516, -0.25164], [0.82763, -1.44389, -0.88276], [0.91325, -2.40723, -1.22068], [-0.08827, 0.55333, 0.23939], [-0.01260, -0.70030, -0.37401]], "forces_ev_per_a": [[-5.2279, 1.4425, 1.4009], [-0.2422, 0.9883, -0.2612], [0.3759, 0.1865, -1.1911], [-0.9006, 0.0914, -0.3842], [0.2318, 0.8798, -0.7380], [-0.5293, -1.3613, 1.3255], [-0.3267, 4.6510, 2.2487], [-0.4049, -2.2868, -0.8915], [5.9110, -0.6341, 0.4615], [1.1129, -3.9572, -1.9706]], "lowdin_charge": [0.021, -0.546, -0.450, 0.109, 0.078, 0.899, 0.038, 0.013, -0.109, -0.053]}

| no. | E_tot (Eh) |
| --- | --- |
| 1 | -676.383140 |
| 2 | -676.502006 |
| 3 | -1074.603323 |
| 4 | -2911.246277 |
| 5 | -1777.910764 |
| 6 | -5433.102622 |
| 7 | -308.257638 |
| 8 | -308.222976 |
| 9 | -308.200682 |
| 10 | -706.503391 |